ORCA calculation (ωB97M-V/def2-TZVPD) on C19H30B3N4O5P as an isolated structure in a non-equilibrium geometry.

The geometry in XYZ format:
```
62
Properties=species:S:1:pos:R:3
C 1.35176 -1.42135 -2.62830
C 0.03848 -1.77526 -3.30971
O 0.33938 -2.32942 -4.58882
C -0.86626 -0.54684 -3.39365
B -2.23807 -0.69072 -2.67499
O -3.24995 0.25455 -2.79435
B -4.35846 -0.39594 -3.29435
O -4.75292 -1.61133 -2.75116
B -3.63457 -2.39116 -2.59262
P -3.43259 -4.17806 -3.32170
O -3.89914 -5.24891 -2.41037
O -2.58427 -1.81220 -1.91390
H 1.87663 -0.67331 -3.20615
H 1.93639 -2.32979 -2.57571
H 1.11500 -1.08225 -1.62697
H -0.40242 -2.56577 -2.71064
H -0.15537 -1.87994 -5.28818
H -0.36031 0.35317 -3.06929
H -1.11389 -0.35341 -4.43806
H -4.91227 0.06810 -4.23366
H -4.11240 -4.21363 -4.55849
H -2.06546 -4.26173 -3.65986
N -3.59977 -1.57882 0.98425
C -2.33510 -1.92619 1.37030
C -2.26831 -1.81575 2.73361
C -3.54537 -1.38734 3.18693
C -4.34444 -1.25188 2.08349
H -3.92753 -1.56353 0.03745
H -1.59715 -2.22122 0.64505
H -1.40180 -2.02079 3.33934
H -3.84241 -1.20141 4.20510
H -5.37348 -0.95208 1.98699
N 3.81566 -1.84141 0.06414
C 3.58907 -1.31894 1.30733
C 4.28681 -0.14464 1.40068
C 4.95851 0.04993 0.16374
C 4.64600 -1.01245 -0.64023
H 3.43001 -2.70143 -0.27955
H 2.95413 -1.82435 2.01441
H 4.31087 0.50641 2.25910
H 5.59589 0.87538 -0.10441
H 4.94070 -1.24881 -1.64794
N 5.57025 1.24305 5.02000
C 5.34372 1.76812 6.26275
C 6.03742 2.94438 6.35378
C 6.70697 3.13783 5.11526
C 6.39723 2.07287 4.31334
H 5.18851 0.38024 4.67795
H 4.71203 1.26203 6.97191
H 6.06248 3.59441 7.21184
H 7.34210 3.96422 4.84482
H 6.69250 1.83446 3.30603
N -3.11008 4.87833 -0.03037
C -3.68400 5.22767 -1.22169
C -4.00107 4.07402 -1.88718
C -3.60342 2.98604 -1.06287
C -3.05899 3.51560 0.07627
H -2.77591 5.52410 0.66074
H -3.81701 6.26078 -1.49184
H -4.46606 4.01584 -2.85701
H -3.70597 1.93886 -1.28084
H -2.64226 3.04167 0.94826
```

As for the energy: -1753.30863 Eh.

ORCA calculation (ωB97M-V/def2-TZVPD) on a 3-piece molecular cluster, C19H30BIN7O3 overall in a non-equilibrium geometry.

The geometry in XYZ format:
```
61
Properties=species:S:1:pos:R:3
C -5.30427 -0.97933 -2.06176
C -5.24158 0.52911 -2.29322
C -5.30044 1.30365 -0.97478
N -4.57550 2.58798 -0.99206
C -3.28331 2.64555 -0.49208
I -1.88556 1.00516 -1.10747
C -2.56710 3.96805 -0.72821
N -1.54807 3.96216 0.35455
B -0.09151 4.34156 0.11843
N 0.74983 3.62882 -0.76835
O 0.32570 5.40844 0.84419
C -1.96415 3.08644 1.25278
N -1.30057 2.70122 2.31321
C -1.77255 1.66666 3.26413
O -0.66503 1.06249 3.84267
C -0.02473 0.13169 2.99773
C 1.23681 0.64911 2.37820
O -0.49810 -0.94134 2.83269
N -3.25151 2.56559 0.99136
H -4.36864 -1.34324 -1.63262
H -6.10594 -1.23874 -1.36711
H -5.47724 -1.51819 -2.99166
H -6.07382 0.82574 -2.93510
H -4.31970 0.76229 -2.83138
H -6.34197 1.53541 -0.74738
H -4.93046 0.71105 -0.13604
H -4.61462 2.99429 -1.92046
H -3.28417 4.75970 -0.48039
H -2.17652 4.15237 -1.72523
H 1.57499 3.17516 -0.40079
H 0.29759 3.00723 -1.42817
H 1.00955 5.91899 0.39793
H -0.39813 3.11150 2.52077
H -2.38579 0.95495 2.71110
H -2.34838 2.14169 4.05415
H 1.85303 -0.18833 2.05857
H 0.98281 1.23774 1.49098
H 1.78973 1.29401 3.05909
H -3.91112 3.26563 1.34861
N 4.10075 -2.37865 1.25085
C 2.99106 -3.05805 1.53602
C 2.96449 -4.19971 2.32058
C 4.16298 -4.67289 2.83178
C 5.32808 -3.98067 2.54149
C 5.24398 -2.84186 1.75369
H 2.07613 -2.65970 1.10725
H 2.02887 -4.70331 2.52065
H 4.18794 -5.56391 3.44522
H 6.28600 -4.31186 2.91792
H 6.13524 -2.27384 1.51114
N 2.70871 -1.85825 -3.07489
C 3.05264 -2.40825 -4.23799
C 3.90510 -3.49617 -4.34918
C 4.43148 -4.04394 -3.19024
C 4.08468 -3.48317 -1.97162
C 3.22346 -2.39558 -1.96938
H 2.62431 -1.95424 -5.12486
H 4.14776 -3.90135 -5.32192
H 5.10073 -4.89336 -3.23661
H 4.47224 -3.87344 -1.04101
H 2.93381 -1.93002 -1.03574
```

The net charge is +1. As for the energy: -1673.44935 Eh.

ORCA calculation (ωB97M-V/def2-TZVPD) on C19H30BrF3N2O4Si2Yb as an isolated structure in a non-equilibrium geometry.

The geometry in XYZ format:
```
62
Properties=species:S:1:pos:R:3
Yb -1.03879 -0.30412 0.12611
C 4.17941 -2.89280 1.76951
C 2.97988 -1.99654 1.62050
N 2.82006 -0.89761 2.24553
O 3.88754 -0.62025 3.10335
C 1.90117 -2.41620 0.66025
C 2.04250 -3.71617 -0.07632
N 0.90438 -1.64367 0.49711
O -0.08045 -2.02640 -0.35659
H 4.94439 -2.41229 2.36528
H 4.59185 -3.14475 0.79203
H 3.89495 -3.82922 2.25670
H 3.64132 0.24237 3.44879
H 2.87205 -3.68574 -0.78708
H 1.12754 -3.92440 -0.61666
H 2.23705 -4.53022 0.62468
Br -5.95535 -2.76723 -0.79757
C -4.51142 -2.41207 -1.97864
C -4.81934 -2.21360 -3.31325
C -3.80766 -1.92928 -4.22113
C -2.49964 -1.83441 -3.77780
C -2.20737 -2.02098 -2.43490
C -3.20608 -2.32087 -1.50221
C -2.89743 -2.61295 -0.03064
O -2.99750 -3.76490 0.32670
O -2.56384 -1.58808 0.71433
H -5.85017 -2.28151 -3.63718
H -4.04880 -1.77736 -5.26600
H -1.69836 -1.60718 -4.46896
H -1.17152 -1.98235 -2.13076
C -0.69159 0.72003 3.15040
Si 0.20218 2.10780 2.15867
C 1.60741 2.64168 3.29311
C -0.93387 3.59041 2.06616
C 0.70266 1.38677 0.58441
Si 1.09237 2.21352 -0.97716
C 0.88128 0.95922 -2.41152
C 2.88530 2.76508 -1.12113
C 0.02939 3.69932 -1.37755
H -0.18233 0.49326 4.09163
H -0.69525 -0.22425 2.59728
H -1.73140 0.97101 3.38096
H 1.22718 3.07567 4.22669
H 2.24603 3.38680 2.80133
H 2.23498 1.77802 3.55692
H -1.35449 3.81332 3.05476
H -1.76245 3.42674 1.37074
H -0.37864 4.47476 1.72424
H 1.56457 0.75027 0.81356
H 0.61340 -0.03347 -2.02220
H 1.80426 0.82634 -2.98917
H 0.08771 1.26338 -3.10194
H 3.55686 1.91961 -0.91840
H 3.11333 3.55361 -0.39124
H 3.11310 3.14950 -2.12503
H -1.03307 3.47615 -1.22195
H 0.16337 4.00346 -2.42310
H 0.29204 4.55159 -0.73656
F -3.86383 0.40201 -0.77362
C -3.10578 1.51080 -0.68214
F -1.84148 0.96937 -1.44421
F -2.51363 1.28903 0.69091
```

The expectation value of S² is 0.75. As for the spin multiplicity: 2. The net charge is -1. As for the energy: -5763.84474 Eh.

ORCA calculation (ωB97M-V/def2-TZVPD) on C19H30CuNO7SSi as an isolated structure.

The geometry in XYZ format:
```
60
Properties=species:S:1:pos:R:3
Cu 0.21605 -0.10981 -2.38233
O 1.44574 -3.25824 -4.90018
C 1.26456 -2.24944 -4.18742
O 1.08768 -2.15439 -2.95054
C 1.33304 -0.89114 -4.91509
C 1.86512 -0.74283 -6.18734
C 2.03655 0.53878 -6.69220
C 1.71019 1.63393 -5.90498
C 1.17436 1.41047 -4.64500
N 0.95024 0.17098 -4.20515
C 0.90271 2.54994 -3.64179
O 0.97818 3.70680 -4.10205
O 0.68462 2.16334 -2.46860
H 2.14301 -1.63147 -6.73846
H 2.44394 0.68397 -7.68741
H 1.86991 2.65497 -6.22471
C -1.01577 2.87693 0.15400
C 0.02870 2.43120 1.17081
C 1.35655 3.11100 0.85807
C -0.42286 2.76698 2.59320
O 0.29096 1.03269 1.09592
Si -0.67308 -0.27647 0.77362
S -1.59833 -0.37485 -1.04576
O 0.34298 -1.56377 0.97827
C 1.49869 -1.77689 1.76725
C 1.73481 -3.28235 1.74186
C 2.68899 -1.05764 1.13366
C 1.27914 -1.29791 3.20342
O -1.73723 -0.25378 2.07702
C -2.89988 -1.02600 2.31751
C -3.10247 -1.01675 3.82962
C -4.09280 -0.36821 1.62543
C -2.73056 -2.46615 1.82690
H -1.12156 3.96628 0.19081
H -1.98548 2.41455 0.36292
H -0.71157 2.57807 -0.85210
H 1.27123 4.19378 0.99358
H 1.63896 2.90204 -0.17746
H 2.13615 2.72878 1.52499
H -0.63562 3.83663 2.68628
H 0.36406 2.49775 3.30567
H -1.31868 2.19214 2.83881
H 1.77899 -3.62143 0.70488
H 0.91111 -3.80275 2.23972
H 2.67183 -3.53348 2.24858
H 2.82074 -1.41591 0.10968
H 3.60398 -1.24741 1.70466
H 2.49663 0.01531 1.09564
H 0.39383 -1.78450 3.62285
H 1.11141 -0.21770 3.21751
H 2.14661 -1.53726 3.82605
H -3.18408 0.01392 4.18700
H -2.24612 -1.48521 4.32309
H -4.01294 -1.56081 4.10196
H -4.21613 0.65607 1.98991
H -5.01197 -0.93096 1.82595
H -3.91184 -0.33534 0.54897
H -1.80916 -2.89413 2.23354
H -2.65161 -2.48629 0.73602
H -3.58250 -3.07602 2.14292
```

The net charge is -2. As for the energy: -3651.94694 Eh.

ORCA calculation (ωB97M-V/def2-TZVPD) on the molecule C19H30N2S.

The geometry in XYZ format:
```
52
Properties=species:S:1:pos:R:3
C 0.90837 3.46831 1.41687
C -0.34323 2.59995 1.41488
H -0.38606 2.00996 2.33367
H -1.23301 3.23095 1.38369
C -0.37881 1.66278 0.20183
N 0.72514 0.72517 0.27415
C 1.47073 0.37580 -0.79205
N 2.34504 -0.64878 -0.66782
H 2.94782 -0.75338 -1.47080
C 2.78912 -1.28409 0.55759
C 3.58507 -2.55573 0.21694
C 5.09893 -2.33316 0.28447
C 5.47146 -0.95828 -0.25883
C 4.86340 0.15683 0.60519
C 3.64814 -0.33122 1.39988
H 3.05494 0.52863 1.71611
H 3.96705 -0.86176 2.29826
H 5.60740 0.53473 1.30830
H 4.56770 0.99084 -0.03302
H 5.11680 -0.87586 -1.28831
H 6.55704 -0.85428 -0.28672
H 5.44385 -2.41423 1.31681
H 5.60296 -3.11210 -0.28960
H 3.30207 -2.88210 -0.78546
H 3.30934 -3.35487 0.90659
H 1.89506 -1.57199 1.12829
S 1.37824 1.15300 -2.25425
H 0.72304 0.11106 1.07467
C -1.69525 0.92739 0.09706
C -2.51353 1.10532 -1.00851
C -3.71220 0.42346 -1.11483
C -4.12621 -0.45781 -0.12529
C -3.30092 -0.63802 0.97830
C -2.10412 0.04318 1.08811
H -1.48627 -0.11763 1.96168
H -3.59187 -1.31864 1.76508
C -5.43435 -1.19835 -0.25434
C -6.38017 -0.83866 0.89342
H -5.96938 -1.15708 1.84836
H -7.34249 -1.32664 0.75471
H -6.53906 0.23694 0.92994
C -5.19957 -2.70938 -0.31178
H -4.76158 -3.06866 0.61628
H -6.14095 -3.23082 -0.47095
H -4.52420 -2.95617 -1.12812
H -5.90706 -0.89152 -1.19401
H -4.33408 0.57699 -1.98547
H -2.20523 1.77752 -1.79546
H -0.21932 2.24738 -0.71004
H 0.92204 4.11723 2.28930
H 0.94066 4.08710 0.52367
H 1.80330 2.85015 1.43126
```

The SMILES is CC[C@@H](NC(=S)NC1CCCCC1)c1ccc(C(C)C)cc1. As for the energy: -1249.72287 Eh.

ORCA calculation (ωB97M-V/def2-TZVPD) on the molecule C19H30N4O4S.

The geometry in XYZ format:
```
58
Properties=species:S:1:pos:R:3
C 1.27201 -3.77230 0.42712
C 0.34758 -2.90262 1.22150
C -0.48189 -1.87750 0.71053
C -1.14345 -1.28646 1.77352
C -2.08929 -0.18196 2.03883
O -2.48664 -0.02696 3.19384
N -2.46453 0.67667 1.05154
C -3.18727 1.88268 1.45036
C -2.25764 3.00442 1.90933
C -1.09781 3.32910 0.95674
N -0.10265 2.27703 0.76760
C 0.44958 1.77408 2.02277
C 1.63154 0.83511 1.81697
N 2.50925 1.37520 0.79988
C 3.57893 0.68225 0.36117
O 3.91726 -0.37404 0.86691
C 4.31895 1.31270 -0.82653
C 3.37824 1.45645 -2.04978
C 3.33742 0.08474 -2.70602
S 5.07137 -0.34105 -2.79339
O 5.27082 -1.76298 -2.74948
O 5.65096 0.43390 -3.86385
C 5.51056 0.44138 -1.23546
C -0.42001 1.31111 -0.27156
C -1.85181 0.73841 -0.26008
N -0.72334 -1.94309 2.90003
C 0.17165 -2.91477 2.59241
C 0.81062 -3.75356 3.64556
H 1.38042 -4.75900 0.87849
H 0.89419 -3.91649 -0.58545
H 2.27047 -3.33692 0.34673
H -0.56488 -1.63247 -0.33381
H -3.77514 2.20509 0.58821
H -3.87330 1.61979 2.25148
H -2.85606 3.91107 2.03869
H -1.86107 2.75225 2.89436
H -1.48293 3.60229 -0.03125
H -0.58043 4.21196 1.34550
H 0.78818 2.65679 2.57698
H -0.26871 1.25916 2.66944
H 2.16480 0.72320 2.76362
H 1.30149 -0.17133 1.54209
H 2.16115 2.19077 0.31997
H 4.65708 2.30088 -0.50966
H 2.38402 1.79502 -1.76132
H 3.79305 2.18177 -2.75036
H 2.84314 -0.66423 -2.08511
H 2.93646 0.06916 -3.71685
H 6.41746 1.01101 -1.42345
H 5.69034 -0.34506 -0.50548
H -0.28016 1.79387 -1.24694
H 0.30805 0.50554 -0.21532
H -1.87892 -0.23781 -0.74201
H -2.49356 1.38388 -0.85997
H -1.09250 -1.70607 3.80764
H 1.25467 -4.64375 3.20407
H 1.60457 -3.21082 4.16298
H 0.08192 -4.07575 4.39103
```

The SMILES is Cc1cc(C(=O)N2CCCN(CCNC(=O)[C@@H]3CCS(=O)(=O)C3)CC2)[nH]c1C. As for the energy: -1660.20642 Eh.

ORCA calculation (ωB97M-V/def2-TZVPD) on C19H31BN5PdS2 as an isolated structure.

The geometry in XYZ format:
```
59
Properties=species:S:1:pos:R:3
Pd 0.21610 0.44528 -0.09487
B -3.28386 0.52336 0.32120
N -2.65816 1.88272 -0.09354
C -3.32469 3.03797 -0.25233
C -2.44183 3.99326 -0.71894
C -1.22365 3.30925 -0.80955
N -1.37094 2.04672 -0.43018
N -2.43401 -0.17357 1.42876
C -2.94289 -0.87421 2.45339
C -1.90633 -1.50600 3.11653
C -0.76495 -1.11488 2.41166
N -1.10157 -0.32649 1.39823
H -4.36142 0.77079 0.82031
H -3.39034 -0.20685 -0.64182
H -4.37398 3.09554 -0.01725
H -2.64464 5.02549 -0.94755
H -0.25407 3.67066 -1.11053
H -4.00368 -0.86754 2.63857
H -1.96644 -2.13515 3.98792
H 0.27388 -1.33835 2.58610
C 2.15093 0.34024 4.92187
C 2.72500 1.31694 3.88619
C 4.24305 1.11827 3.78514
C 2.43143 2.75617 4.33192
C 2.09739 1.07050 2.57601
C 1.54775 0.89298 1.50161
H 2.59197 0.51860 5.90770
H 2.35866 -0.69071 4.62885
H 1.06871 0.45599 4.99160
H 4.72241 1.30596 4.75094
H 4.66770 1.79952 3.04580
H 4.47317 0.09585 3.47790
H 2.87430 2.95268 5.31344
H 1.35508 2.91929 4.39151
H 2.84065 3.46713 3.61285
S 0.68601 -2.01915 -1.01934
C 2.27657 -2.12269 -0.57059
N 2.87764 -1.41062 0.36827
C 4.27360 -1.66738 0.64414
C 4.84097 -2.37514 -0.58560
S 3.42047 -3.24433 -1.32201
H 2.37709 -0.59569 0.76996
H 4.37214 -2.30215 1.53120
H 4.78240 -0.72303 0.84034
H 5.61357 -3.09401 -0.32193
H 5.24123 -1.66564 -1.30898
C 3.66469 1.85152 -0.78200
C 2.41900 2.23656 -1.57233
C 2.83214 2.59505 -3.00686
C 1.35529 1.14093 -1.62666
H 4.40982 2.65259 -0.81556
H 4.12081 0.95862 -1.23001
H 3.42206 1.62663 0.25441
H 1.99714 3.14519 -1.12700
H 3.28831 1.72806 -3.49458
H 3.56123 3.41114 -3.01944
H 1.96900 2.89568 -3.60482
H 1.82398 0.27239 -2.11039
H 0.55952 1.47642 -2.30758
```

The net charge is -1. As for the energy: -1965.50834 Eh.

ORCA calculation (ωB97M-V/def2-TZVPD) on C19H31BrNO4RhSe4Si as an isolated structure in a non-equilibrium geometry.

The geometry in XYZ format:
```
62
Properties=species:S:1:pos:R:3
Rh -0.77471 3.73408 -0.07950
O 1.32589 3.50568 3.48350
C 0.85019 3.55138 2.23450
O -0.39331 3.60048 2.04260
C 1.77339 3.54888 1.14020
C 3.17569 3.45328 1.16070
C 3.85279 3.41678 -0.03640
C 3.15329 3.44828 -1.25270
C 1.77569 3.55188 -1.21610
N 1.13459 3.64258 -0.05800
C 0.81899 3.51778 -2.41930
O 1.25009 3.41088 -3.54510
O -0.42501 3.58888 -2.10420
H 0.58199 3.46618 4.10510
H 3.68099 3.40428 2.11260
H 4.92889 3.33768 -0.04700
H 3.65899 3.39148 -2.20320
Se -3.13911 3.37528 0.02390
Se -4.36591 5.16688 0.38690
Se -2.28961 7.45518 -0.48080
Se -0.47361 6.22668 -0.49750
C -2.17951 -3.40822 1.29530
C -2.14561 -1.93282 0.88220
C -2.31561 -1.05852 2.13100
C -3.36601 -1.65462 -0.00290
Si -0.48231 -1.53082 -0.06630
Br -0.40351 0.77518 0.00910
C -0.48661 -1.93242 -1.97540
C -0.87761 -3.39572 -2.21190
C 0.89789 -1.70082 -2.59110
C -1.45511 -1.02082 -2.73980
C 1.16299 -1.99592 0.89000
C 1.00749 -1.75462 2.39560
C 2.34829 -1.13302 0.43690
C 1.51019 -3.47162 0.67020
H -3.14251 -3.64522 1.74710
H -1.40661 -3.63282 2.02650
H -2.04291 -4.06132 0.43600
H -3.24031 -1.33052 2.63840
H -2.38441 -0.00622 1.86360
H -1.50161 -1.18032 2.83670
H -4.27681 -1.81942 0.57220
H -3.39851 -2.31712 -0.86370
H -3.37591 -0.62072 -0.34360
H -0.22321 -4.07212 -1.66560
H -0.79661 -3.63482 -3.27220
H -1.90411 -3.58742 -1.90800
H 1.63739 -2.38882 -2.18880
H 1.23099 -0.67692 -2.43090
H 0.84849 -1.86412 -3.66730
H -2.47751 -1.11382 -2.39100
H -1.44061 -1.28482 -3.79670
H -1.15791 0.02268 -2.66010
H 0.72369 -0.72282 2.59480
H 1.95759 -1.94002 2.89610
H 0.26989 -2.42132 2.83390
H 2.17799 -0.08312 0.66670
H 2.54379 -1.22162 -0.62560
H 3.24709 -1.44602 0.96740
H 0.68579 -4.11862 0.96200
H 2.37889 -3.74342 1.26990
H 1.75309 -3.66912 -0.37120
```

The expectation value of S² is 6.02. As for the spin multiplicity: 5. As for the energy: -13678.16941 Eh.

Among the records above, which one has the lowest energy? C19H31BrNO4RhSe4Si

Among the records above, which one has the highest energy? C19H30N2S